Run P
{"formula": "C11H15N", "method": "wB97M-V/def2-TZVPD", "gap_ev": [9.11, 6.36], "total_charge": 1, "spin_multiplicity": 2, "lumo_ev": [-3.9, -7.0], "homo_energy_ev": [-13.033, -13.344], "elements": ["C", "C", "C", "C", "C", "C", "C", "C", "C", "N", "H", "H", "H", "H", "H", "H", "H", "H", "H", "C", "C", "H", "H", "H", "H", "H", "H"], "positions_angstrom": [[-0.289, -1.972, -1.792], [0.274, 0.270, -0.797], [0.656, -0.914, -1.451], [1.488, 0.995, -0.551], [2.036, -0.800, -1.795], [-0.997, 0.788, -0.348], [1.546, 1.857, 0.540], [-0.927, 1.732, 0.627], [0.332, 2.222, 1.087], [2.465, 0.418, -1.329], [-1.875, 0.325, -0.806], [-0.658, -2.450, -0.886], [-0.023, -2.715, -2.559], [2.716, -1.369, -2.365], [3.432, 0.708, -1.246], [2.446, 2.428, 0.782], [-1.760, 2.286, 1.055], [0.299, 2.864, 1.965], [-1.184, -1.457, -2.185], [-1.816, -1.473, 2.106], [-3.245, -1.650, 2.652], [-1.652, -0.403, 1.928], [-1.065, -1.638, 2.896], [-1.596, -2.108, 1.249], [-3.625, -0.776, 3.197], [-3.363, -2.539, 3.268], [-3.859, -1.716, 1.764]], "mulliken_spin": [0.013, -0.004, 0.197, 0.104, 0.321, 0.140, -0.009, -0.051, 0.190, 0.059, 0.000, 0.017, -0.002, 0.005, -0.004, 0.004, 0.001, 0.003, 0.012, 0.004, 0.000, -0.001, 0.001, -0.001, 0.000, 0.000, 0.000]}

Run Q
{"formula": "C11H15N", "method": "wB97M-V/def2-TZVPD", "gap_ev": [9.36, 6.13], "total_charge": 1, "spin_multiplicity": 2, "lumo_ev": [-3.9, -7.2], "homo_energy_ev": [-13.237, -13.290], "elements": ["C", "C", "H", "H", "H", "H", "H", "H", "C", "C", "C", "C", "C", "C", "C", "C", "C", "N", "H", "H", "H", "H", "H", "H", "H", "H", "H"], "positions_angstrom": [[2.786, 0.163, 0.738], [2.973, 1.012, -0.500], [3.559, -0.539, 1.068], [2.642, 0.931, 1.519], [2.034, -0.556, 0.621], [2.690, 0.326, -1.348], [4.109, 1.164, -0.794], [2.449, 1.978, -0.608], [-1.299, -2.967, 0.468], [-0.600, 0.724, 0.409], [-1.004, -0.460, -0.216], [-1.058, -1.478, 0.723], [-0.604, -0.980, 1.953], [-0.246, 1.893, -0.215], [-0.473, 1.854, -1.536], [-0.964, -0.530, -1.616], [-0.657, 0.628, -2.297], [-0.570, 0.452, 1.795], [0.032, 1.015, 2.457], [0.073, 2.801, 0.385], [-0.485, -1.318, 3.021], [-0.321, 2.772, -2.082], [-1.387, -1.553, -1.867], [-2.117, -3.154, -0.217], [-1.455, -3.733, 1.251], [-0.581, 0.837, -3.341], [-0.367, -3.298, -0.094]], "mulliken_spin": [-0.002, 0.002, 0.000, -0.001, 0.005, -0.001, 0.000, 0.001, 0.014, 0.079, 0.007, 0.224, 0.316, 0.031, 0.166, 0.113, -0.045, 0.063, -0.002, 0.000, 0.002, 0.004, 0.001, 0.005, -0.002, 0.001, 0.020]}

Computed relative energies in units of kJ/mol: run P 0.0; run Q 121.6

Run P
{"formula": "C2H2F2P", "method": "wB97M-V/def2-TZVPD", "gap_ev": 9.49, "total_charge": 1, "lumo_ev": -7.9, "homo_energy_ev": -17.370, "elements": ["C", "C", "F", "F", "P", "H", "H"], "positions_angstrom": [[-0.444, -0.503, -1.152], [-0.918, -0.572, -0.002], [0.372, 1.753, 0.562], [1.815, -0.038, 0.487], [0.492, 0.367, 1.286], [0.329, -0.048, -1.758], [-1.645, -0.959, 0.578]], "mulliken_charge": [0.057, -0.371, -0.135, -0.170, 0.764, 0.362, 0.492]}

Run Q
{"formula": "C2H2F2P", "method": "wB97M-V/def2-TZVPD", "gap_ev": 8.89, "total_charge": 1, "lumo_ev": -8.4, "homo_energy_ev": -17.269, "elements": ["C", "C", "F", "F", "P", "H", "H"], "positions_angstrom": [[0.941, 0.348, -0.523], [1.006, 0.284, -1.748], [-0.578, 1.568, 0.942], [-1.297, -1.489, 1.759], [0.772, 0.782, 1.136], [-1.949, -1.840, 1.230], [1.104, 0.347, -2.797]], "mulliken_charge": [-0.519, 0.599, -0.110, -0.387, 0.593, 0.406, 0.418]}

Computed relative energies in units of kJ/mol: run P 0.0; run Q 72.3

Run P
{"formula": "C5H11N2O", "method": "wB97M-V/def2-TZVPD", "gap_ev": 6.16, "total_charge": -1, "lumo_ev": 3.7, "homo_energy_ev": -2.489, "elements": ["N", "C", "C", "C", "C", "N", "C", "O", "H", "H", "H", "H", "H", "H", "H", "H", "H", "H", "H"], "positions_angstrom": [[-1.100, 1.368, -3.095], [-0.324, 0.551, -2.166], [0.098, 1.148, -1.020], [0.776, 0.333, 0.013], [-0.017, -0.186, 1.253], [0.882, 0.011, 2.496], [-0.428, -1.865, 1.236], [0.386, -2.504, 2.097], [-1.201, 2.201, -2.582], [-0.622, 1.419, -3.921], [-0.171, -0.431, -2.522], [-0.039, 2.170, -0.745], [1.161, -0.553, -0.496], [1.798, 0.906, 0.325], [-0.955, 0.462, 1.288], [1.241, -0.902, 2.734], [0.272, 0.066, 3.232], [-1.378, -1.820, 1.632], [-0.379, -2.373, 0.241]], "mulliken_charge": [-0.577, -0.109, -0.366, -1.024, 0.259, -0.886, -0.518, -0.936, 0.255, 0.211, 0.438, 0.235, 0.265, 0.290, 0.395, 0.311, 0.239, 0.285, 0.232]}

Run Q
{"formula": "C5H11N2O", "method": "wB97M-V/def2-TZVPD", "gap_ev": 6.51, "total_charge": -1, "lumo_ev": 3.9, "homo_energy_ev": -2.568, "elements": ["H", "N", "C", "N", "C", "C", "C", "C", "O", "H", "H", "H", "H", "H", "H", "H", "H", "H", "H"], "positions_angstrom": [[-0.332, -2.655, -0.880], [0.349, -2.210, -0.302], [0.134, -1.903, 0.966], [0.636, -0.902, 1.565], [1.677, -0.026, 0.993], [0.936, 0.778, -0.141], [-0.548, 1.145, 0.172], [-1.129, 1.881, -0.977], [-1.756, 0.855, -1.721], [-0.547, -2.435, 1.681], [1.880, 0.716, 1.707], [2.561, -0.607, 0.524], [1.045, 0.074, -0.993], [1.437, 1.726, -0.506], [-1.139, 0.153, 0.279], [-0.560, 1.715, 1.248], [-0.386, 2.482, -1.553], [-1.969, 2.635, -0.932], [-1.260, -0.103, -1.719]], "mulliken_charge": [0.106, -0.720, -0.034, -0.843, -0.593, -0.725, -0.492, -0.183, -0.622, 0.380, 0.438, 0.339, 0.315, 0.438, 0.180, 0.242, 0.198, 0.224, 0.351]}

Computed relative energies in units of kJ/mol: run P 38.8; run Q 0.0

Run P
{"formula": "C3H5N3OS", "method": "wB97M-V/def2-TZVPD", "gap_ev": 10.06, "total_charge": 0, "lumo_ev": 0.6, "homo_energy_ev": -9.413, "elements": ["H", "N", "C", "N", "N", "C", "O", "C", "S", "H", "H", "H", "H"], "positions_angstrom": [[2.774, -0.927, 1.407], [2.091, -0.189, 1.650], [1.129, -0.248, 0.837], [-0.032, 0.550, 1.054], [-0.631, 1.193, -0.028], [-1.102, 0.464, -1.094], [-1.499, 1.013, -2.067], [-0.900, -1.034, -0.890], [0.883, -1.300, -0.556], [0.153, 1.336, 1.782], [-0.214, 2.078, -0.356], [-1.477, -1.302, 0.028], [-1.174, -1.634, -1.766]], "mulliken_charge": [0.265, -0.626, 0.443, -0.362, -0.203, 0.395, -0.562, -0.458, -0.124, 0.331, 0.260, 0.313, 0.327]}

Run Q
{"formula": "C3H5N3OS", "method": "wB97M-V/def2-TZVPD", "gap_ev": 9.88, "total_charge": 0, "lumo_ev": 0.3, "homo_energy_ev": -9.561, "elements": ["C", "C", "C", "H", "H", "H", "H", "H", "N", "N", "N", "O", "S"], "positions_angstrom": [[-1.165, -0.839, -0.452], [0.175, -0.405, -0.494], [1.876, 0.505, 0.124], [-1.806, 0.019, 1.018], [-3.036, 0.007, -0.116], [-1.172, -1.181, -1.470], [-1.168, -1.799, 0.140], [1.771, 2.365, 1.794], [-2.042, 0.223, 0.010], [0.959, -0.511, -1.470], [2.160, 0.107, -1.104], [0.671, 0.216, 0.605], [2.777, 1.294, 1.416]], "mulliken_charge": [-0.358, 0.556, 0.454, 0.289, 0.242, 0.393, 0.198, 0.177, -0.665, -0.299, -0.435, -0.249, -0.303]}

Computed relative energies in units of kJ/mol: run P 0.0; run Q 146.4

Run P
{"formula": "C3H5N3OS", "method": "wB97M-V/def2-TZVPD", "gap_ev": 9.56, "total_charge": 0, "lumo_ev": -0.2, "homo_energy_ev": -9.708, "elements": ["C", "O", "C", "N", "N", "N", "C", "S", "H", "H", "H", "H", "H"], "positions_angstrom": [[-2.134, 0.337, -0.624], [-1.055, -0.423, -0.101], [0.044, 0.131, 0.292], [0.296, 1.389, 0.347], [1.591, 1.549, 0.773], [2.140, 0.461, 1.085], [1.233, -0.630, 0.776], [1.986, -1.871, -0.273], [-1.682, 1.076, -1.390], [-2.516, 0.908, 0.132], [-2.986, -0.415, -0.978], [0.975, -1.351, 1.489], [2.109, -1.160, -1.529]], "mulliken_charge": [-0.615, -0.342, 0.654, -0.237, -0.396, -0.106, 0.108, -0.250, 0.295, 0.330, 0.191, 0.217, 0.151]}

Run Q
{"formula": "C3H5N3OS", "method": "wB97M-V/def2-TZVPD", "gap_ev": 9.89, "total_charge": 0, "lumo_ev": 0.7, "homo_energy_ev": -9.175, "elements": ["O", "C", "N", "N", "C", "N", "C", "S", "H", "H", "H", "H", "H"], "positions_angstrom": [[-1.101, 1.486, -0.829], [-0.752, 0.348, -0.746], [-1.349, -0.761, -1.257], [-0.777, -1.918, -0.737], [0.171, -1.540, 0.064], [0.297, -0.156, 0.012], [1.299, 0.621, 0.823], [0.430, 1.936, 1.768], [-1.863, -0.867, -2.129], [0.617, -2.117, 0.792], [1.914, 0.989, 0.066], [1.616, -0.098, 1.528], [-0.501, 2.080, 0.644]], "mulliken_charge": [-0.661, 0.441, 0.117, -0.643, -0.067, -0.017, -0.466, -0.322, 0.277, 0.407, 0.364, 0.305, 0.266]}

Computed relative energies in units of kJ/mol: run P 221.4; run Q 0.0

Run P
{"formula": "C2H5FSi", "method": "wB97M-V/def2-TZVPD", "gap_ev": 9.65, "total_charge": 0, "lumo_ev": 0.7, "homo_energy_ev": -8.912, "elements": ["C", "C", "F", "Si", "H", "H", "H", "H", "H"], "positions_angstrom": [[-0.999, -1.335, 0.325], [-0.642, -0.320, -0.466], [2.512, 0.894, -1.125], [1.407, 0.980, -0.022], [-1.890, -1.900, 0.166], [-0.541, -1.809, 1.165], [-1.015, -0.082, -1.417], [0.794, 2.222, 0.383], [1.641, 0.006, 1.149]], "mulliken_charge": [-0.639, -0.400, -0.188, 0.551, 0.258, 0.210, 0.340, -0.051, -0.080]}

Run Q
{"formula": "C2H5FSi", "method": "wB97M-V/def2-TZVPD", "gap_ev": 10.57, "total_charge": 0, "lumo_ev": 0.5, "homo_energy_ev": -10.019, "elements": ["C", "C", "F", "Si", "H", "H", "H", "H", "H"], "positions_angstrom": [[-0.509, -0.730, -1.234], [0.271, 0.146, -0.591], [-0.560, -0.942, -2.537], [0.352, 0.619, 1.335], [-1.546, -1.996, -0.621], [0.741, 0.785, -1.374], [-0.249, 1.800, 1.681], [1.797, 0.937, 1.476], [-0.296, -0.620, 1.865]], "mulliken_charge": [-0.090, -0.398, -0.176, 0.448, 0.189, 0.321, -0.114, -0.088, -0.092]}

Run R
{"formula": "C2H5FSi", "method": "wB97M-V/def2-TZVPD", "gap_ev": [9.68, 9.09], "total_charge": 0, "lumo_ev": [-0.5, -0.5], "homo_energy_ev": [-10.206, -9.602], "elements": ["C", "C", "F", "Si", "H", "H", "H", "H", "H"], "positions_angstrom": [[1.420, 0.314, -0.606], [0.605, 0.435, 0.414], [2.699, 0.489, -0.663], [-1.263, -0.231, 0.451], [0.835, -1.291, -2.156], [0.972, 1.136, 1.224], [-1.643, -0.284, -0.903], [-2.420, 0.765, 0.987], [-1.206, -1.332, 1.252]], "mulliken_charge": [-0.231, -0.118, -0.151, 0.448, 0.046, 0.316, -0.113, -0.081, -0.116]}

Computed relative energies in units of kJ/mol: run P 0.0; run Q 276.6; run R 473.7